Record 1
Below is C57H53As2CaFGe2OSe4 as an isolated structure in a non-equilibrium geometry, with properties calculated with wB97M-V/def2-TZVPD.

Each line ends with the Mulliken charge.
Atoms and positions in Å:
Ca 0.42 -1.07 0.28  1.469
Se 1.97 -3.21 1.53  -0.474
Se 1.28 -3.32 3.72  -0.248
Se -1.18 -3.42 3.68  -0.333
Se -1.74 -2.41 1.73  -0.176
C 3.54 1.26 -0.35  -1.212
C 3.82 0.63 1.03  -1.462
As 2.30 0.60 2.32  0.969
C 1.98 2.52 2.48  0.337
C 2.87 3.52 2.09  0.145
C 2.53 4.86 2.24  -0.695
C 1.30 5.22 2.80  -0.601
C 0.42 4.22 3.19  -0.329
C 0.75 2.88 3.02  -0.934
C 3.58 0.43 3.83  0.258
C 4.03 -0.86 4.13  -0.100
C 5.04 -1.06 5.06  -0.793
C 5.62 0.02 5.72  -0.393
C 5.17 1.31 5.44  -0.751
C 4.16 1.51 4.51  -0.349
As 2.87 -0.08 -1.62  0.768
C 4.60 -0.72 -2.31  0.301
C 5.74 0.08 -2.47  -0.382
C 6.93 -0.46 -2.96  -0.689
C 7.00 -1.81 -3.29  -0.419
C 5.88 -2.62 -3.11  -0.702
C 4.70 -2.08 -2.61  -0.533
C 2.35 1.18 -3.04  0.252
C 1.02 1.59 -3.05  -0.101
C 0.58 2.53 -3.97  -0.481
C 1.46 3.07 -4.90  -0.559
C 2.79 2.65 -4.91  -0.761
C 3.23 1.71 -3.98  -0.332
H 4.44 1.72 -0.75  0.718
H 2.77 2.02 -0.31  0.668
H 4.64 1.15 1.53  0.654
H 4.13 -0.41 0.94  0.554
H 3.83 3.26 1.67  0.276
H 3.23 5.63 1.93  0.389
H 1.04 6.26 2.91  0.356
H -0.54 4.48 3.63  0.440
H 0.06 2.10 3.31  0.283
H 3.58 -1.71 3.62  -0.011
H 5.38 -2.07 5.27  0.404
H 6.42 -0.13 6.43  0.339
H 5.61 2.16 5.95  0.373
H 3.81 2.52 4.31  0.326
H 5.71 1.13 -2.22  0.255
H 7.80 0.17 -3.08  0.373
H 7.92 -2.23 -3.67  0.358
H 5.93 -3.68 -3.35  0.413
H 3.84 -2.72 -2.45  0.335
H 0.32 1.18 -2.33  0.271
H -0.46 2.84 -3.97  0.442
H 1.12 3.80 -5.62  0.327
H 3.48 3.05 -5.64  0.378
H 4.25 1.37 -4.03  0.357
O -1.89 1.02 -1.02  -0.119
H -1.87 1.95 -1.27  0.217
H -1.16 0.94 -0.36  -0.195
F 0.75 0.91 -0.02  -0.245
C -1.74 -0.45 2.02  -0.362
Ge -3.59 0.17 1.84  0.427
C -3.76 2.02 1.17  0.388
C -4.86 2.45 0.42  0.014
C -4.94 3.76 -0.06  -0.822
C -3.92 4.66 0.21  -0.465
C -2.83 4.26 0.97  -0.329
C -2.75 2.95 1.45  -0.275
C -4.77 -0.98 0.77  -0.268
C -5.27 -2.16 1.34  -0.323
C -6.08 -3.03 0.60  -0.776
C -6.38 -2.73 -0.72  -0.430
C -5.88 -1.58 -1.31  -0.773
C -5.07 -0.72 -0.57  0.003
C -4.59 0.45 3.54  -0.018
C -3.99 1.23 4.55  -0.096
C -4.66 1.54 5.72  -0.755
C -5.95 1.08 5.93  -0.396
C -6.57 0.31 4.96  -0.710
C -5.89 -0.01 3.78  -0.261
H -1.48 -0.33 3.07  0.392
H -5.67 1.76 0.20  0.429
H -5.79 4.06 -0.66  0.379
H -3.97 5.67 -0.18  0.373
H -2.02 4.95 1.17  0.451
H -1.87 2.63 2.00  -0.214
H -5.02 -2.41 2.36  0.576
H -6.44 -3.94 1.06  0.381
H -7.00 -3.41 -1.31  0.359
H -6.10 -1.36 -2.35  0.369
H -4.63 0.15 -1.05  0.344
H -2.97 1.60 4.40  0.285
H -4.17 2.15 6.48  0.382
H -6.48 1.32 6.85  0.338
H -7.58 -0.05 5.11  0.378
H -6.39 -0.61 3.02  0.326
Ge -0.91 -1.90 -2.02  0.594
C -0.03 -1.72 -3.84  -0.316
C 1.27 -2.20 -4.07  -0.099
C 1.95 -1.98 -5.26  -0.392
C 1.34 -1.26 -6.28  -0.510
C 0.04 -0.79 -6.10  -0.549
C -0.63 -1.03 -4.90  -0.285
C -1.16 -3.92 -2.06  -0.002
C -2.40 -4.51 -2.38  -0.296
C -2.59 -5.89 -2.33  -0.590
C -1.55 -6.73 -1.96  -0.306
C -0.31 -6.17 -1.63  -0.804
C -0.13 -4.79 -1.67  0.115
H -2.36 -1.58 -2.55  -0.534
H 1.76 -2.78 -3.28  0.193
H 2.96 -2.35 -5.39  0.372
H 1.86 -1.07 -7.21  0.355
H -0.45 -0.24 -6.90  0.352
H -1.64 -0.65 -4.76  0.287
H -3.23 -3.86 -2.67  0.258
H -3.56 -6.31 -2.58  0.362
H -1.69 -7.80 -1.92  0.337
H 0.50 -6.82 -1.31  0.362
H 0.82 -4.39 -1.36  0.147

Computed properties:
Molecular weight, g/mol: 1424.03
Electronic energy, eV: -579271.112
Orbital gap, eV: 5.840
Total charge: -2
Lowest unoccupied orbital energy, eV: 3.9
Relative energy (zero: lowest compared OMol25 entry of this formula, charge and spin), eV: 0.000
Highest occupied orbital energy, eV: -1.91

***

Record 2
Below is C57H54BaF2N5OPS as an isolated structure in a non-equilibrium geometry, with properties calculated with wB97M-V/def2-TZVPD.

Each line ends with the Mulliken charge.
Atoms and positions in Å:
Ba -0.44 -0.61 -0.12  0.799
C -0.62 0.30 -4.09  -0.830
C 0.57 -0.37 -4.78  -1.161
C 1.10 -1.65 -4.19  0.827
C 1.81 -2.54 -5.00  -1.033
C 2.36 -3.67 -4.44  -0.620
C 2.19 -3.89 -3.08  -1.039
C 1.46 -2.96 -2.35  -0.521
N 0.93 -1.86 -2.89  0.740
N -0.40 1.13 -2.89  1.767
C 0.77 2.00 -2.99  -1.732
C 2.10 1.33 -2.73  0.346
C 3.20 1.64 -3.52  -0.628
C 4.42 1.03 -3.26  -1.013
C 4.49 0.11 -2.23  -0.989
C 3.35 -0.13 -1.49  -0.715
N 2.18 0.48 -1.71  1.980
C -1.59 1.96 -2.76  -1.898
C -1.72 2.71 -1.45  1.163
C -2.68 3.71 -1.35  -1.196
C -2.84 4.37 -0.15  -0.933
C -2.02 4.03 0.92  -0.621
C -1.09 3.02 0.72  -0.506
N -0.95 2.35 -0.43  1.106
H -1.37 -0.45 -3.83  -0.135
H -1.06 0.96 -4.87  0.570
H 1.40 0.34 -4.88  0.250
H 0.25 -0.58 -5.80  0.616
H 1.92 -2.33 -6.06  0.479
H 2.91 -4.38 -5.05  0.407
H 2.59 -4.77 -2.59  0.538
H 1.26 -3.12 -1.30  0.835
H 0.67 2.78 -2.24  0.759
H 0.81 2.50 -3.97  0.032
H 3.10 2.35 -4.33  0.535
H 5.29 1.26 -3.87  0.448
H 5.41 -0.42 -2.01  0.589
H 3.37 -0.85 -0.68  0.178
H -2.46 1.32 -2.86  0.340
H -1.64 2.71 -3.58  0.617
H -3.29 3.96 -2.21  0.524
H -3.58 5.15 -0.04  0.390
H -2.08 4.52 1.88  0.542
H -0.45 2.71 1.53  -0.099
F -3.65 -5.48 -0.27  -0.378
C -2.46 -4.99 0.15  0.196
C -2.01 -3.78 -0.33  -0.981
C -0.77 -3.25 0.05  -0.134
C 0.00 -4.02 0.95  1.166
C -0.53 -5.21 1.46  0.717
F 0.13 -5.93 2.41  -0.404
C -1.75 -5.72 1.08  -0.898
C 1.37 -3.55 1.30  -1.199
C 2.37 -4.41 1.79  -0.927
C 3.64 -3.92 2.04  -0.890
C 3.90 -2.57 1.81  -1.504
C 2.87 -1.80 1.33  -0.633
N 1.65 -2.26 1.06  1.469
H -2.65 -3.26 -1.04  0.602
H -2.12 -6.65 1.49  0.493
H 2.15 -5.45 1.97  0.576
H 4.41 -4.58 2.41  0.422
H 4.87 -2.14 2.01  0.571
H 3.01 -0.74 1.17  0.889
C 3.72 -1.10 5.61  -0.602
C 2.37 -0.80 5.64  -0.722
C 1.83 0.07 4.69  -0.790
C 2.64 0.65 3.71  0.854
C 3.99 0.32 3.69  -0.441
C 4.53 -0.54 4.64  -0.855
P 1.83 1.65 2.40  2.584
C 0.89 2.88 3.39  0.535
C 1.33 4.17 3.68  -1.042
C 0.54 5.05 4.39  -0.705
C -0.72 4.66 4.83  -0.665
C -1.18 3.39 4.54  -0.838
C -0.39 2.51 3.81  0.687
C 3.19 2.66 1.72  -0.185
C 3.12 2.94 0.36  -0.099
C 4.09 3.73 -0.26  -0.360
C 5.13 4.25 0.49  -0.806
C 5.21 3.99 1.85  -0.854
C 4.25 3.20 2.46  -0.035
H 4.14 -1.77 6.35  0.393
H 1.72 -1.24 6.38  0.463
H 0.77 0.27 4.72  0.097
H 4.63 0.73 2.92  0.529
H 5.59 -0.78 4.60  0.413
H 2.31 4.50 3.34  0.354
H 0.90 6.05 4.60  0.432
H -1.34 5.36 5.39  0.394
H -2.17 3.07 4.86  0.461
H -0.79 1.54 3.54  -0.664
H 2.31 2.53 -0.22  -0.231
H 4.02 3.92 -1.32  0.479
H 5.89 4.87 0.01  0.407
H 6.02 4.40 2.43  0.419
H 4.32 3.00 3.53  0.545
C -8.44 -2.83 -3.31  -1.488
C -7.28 -2.25 -2.56  1.022
C -6.19 -1.72 -3.23  -0.862
C -5.10 -1.20 -2.54  -0.437
C -5.11 -1.21 -1.16  0.052
C -6.18 -1.75 -0.46  -0.803
C -7.26 -2.25 -1.16  -0.773
S -3.70 -0.61 -0.25  0.909
C -4.36 0.99 0.21  -0.678
O -2.66 -0.31 -1.31  -0.372
H -8.42 -2.55 -4.36  0.356
H -9.39 -2.50 -2.89  0.373
H -8.43 -3.92 -3.25  0.301
H -6.18 -1.72 -4.32  0.345
H -4.23 -0.81 -3.06  0.204
H -6.16 -1.80 0.62  0.506
H -8.10 -2.68 -0.62  0.382
H -4.67 1.51 -0.69  0.403
H -3.56 1.51 0.73  -0.217
H -5.20 0.83 0.89  0.545
C -1.86 -0.30 2.24  -1.602
H -1.18 -0.41 3.11  0.310
H -2.51 -1.19 2.30  0.353
H -2.50 0.57 2.47  0.155

Computed properties:
Molecular weight, g/mol: 1063.46
Electronic energy, eV: -95735.470
Orbital gap, eV: 6.300
Lowest unoccupied orbital energy, eV: 0.3
Relative energy (zero: lowest compared OMol25 entry of this formula, charge and spin), eV: 1.031
Highest occupied orbital energy, eV: -5.97

***

Q: relative energy (zero: lowest compared OMol25 entry of this formula, charge and spin) of number 2 (C57H54BaF2N5OPS)?
A: 1.031 eV